1.
DFT (ωB97M-V/def2-TZVPD) results for a 8-piece molecular cluster, C37H77N2O7 overall.

Its net charge is +1. The calculation puts the energy relative to the best compared isomer or geometry (same formula, charge and spin) at 0.0 kcal/mol. Its maximum force is 0.113 Eh/bohr. Its spin multiplicity is 1.

Geometry as XYZ:
```
123
C37H77N2O7 ωB97M-V/def2-TZVPD
C 0.1833 -6.1846 1.4764
C -0.0218 -6.4639 -0.1410
C 0.0777 -4.9883 -0.9221
C 1.2943 -4.9319 -2.0334
C 1.5927 -3.3955 -2.5856
C 0.2262 -2.6291 -3.0848
C -0.0074 -1.1504 -2.3409
C 0.0429 -1.2399 -0.7067
N -1.3081 -1.3270 -0.0228
N -1.0706 -1.9166 1.1898
C -1.0391 -0.9898 2.3693
C 0.2902 0.0048 2.4370
C 1.6832 -0.8928 2.3828
C 2.7888 -0.3129 1.3057
C -1.9246 0.0363 -0.1647
C -3.5456 -0.0329 0.2392
C -3.8076 -1.6176 -0.0874
C -2.3678 -2.2611 -0.6457
H 0.3443 -7.1896 2.0647
H -0.8050 -5.6227 1.8308
H 1.0973 -5.4425 1.6220
H 0.7344 -7.2528 -0.5780
H -1.1346 -6.8497 -0.2625
H 0.1617 -4.1908 -0.0696
H -0.9390 -4.9018 -1.5411
H 0.8994 -5.5304 -2.9868
H 2.3012 -5.4118 -1.6584
H 2.2761 -3.5174 -3.5486
H 2.2191 -2.7481 -1.8206
H -0.7545 -3.2640 -2.9773
H 0.3207 -2.3657 -4.2418
H 0.8565 -0.4616 -2.7504
H -1.0322 -0.7503 -2.7808
H 0.7299 -2.0883 -0.2774
H 0.5290 -0.2155 -0.3335
H -1.7331 -2.6819 1.4382
H -2.0585 -0.4016 2.5710
H -0.9254 -1.6895 3.3319
H 0.3009 0.8384 1.6177
H 0.2675 0.5302 3.5061
H 2.1671 -0.9570 3.4510
H 1.4464 -2.0178 2.0651
H 2.5356 0.8289 1.1528
H 2.6448 -0.8710 0.2642
H 3.8986 -0.4713 1.6697
H -1.9934 0.4901 -1.2666
H -1.5213 0.9560 0.4321
H -3.8191 0.1434 1.3631
H -4.2028 0.7291 -0.3768
H -4.4754 -1.5590 -1.0704
H -4.4649 -2.2728 0.6246
H -2.5533 -2.1510 -1.8200
H -2.2080 -3.4164 -0.5557
C -1.0691 2.6919 -5.0645
C -1.6052 2.4673 -3.6759
O -0.8610 2.1613 -2.7457
C -3.0873 2.6317 -3.4695
H 0.0154 2.5388 -5.0637
H -1.5225 1.9789 -5.7575
H -1.2774 3.7166 -5.3819
H -3.6306 1.9161 -4.0915
H -3.3855 3.6539 -3.7158
H -3.3309 2.4391 -2.4191
C 3.4076 4.2649 3.0782
C 3.5761 4.8548 1.7035
O 3.8808 6.0363 1.5485
C 3.3574 3.9431 0.5258
H 3.5963 5.0383 3.8304
H 2.3857 3.8981 3.2023
H 4.1240 3.4527 3.2242
H 2.3332 3.5620 0.5361
H 4.0716 3.1166 0.5581
H 3.5130 4.5047 -0.4016
C -0.1715 -1.0897 -7.4220
C 0.8630 0.0038 -7.4263
O 0.5384 1.1901 -7.4289
C 2.3103 -0.4105 -7.4272
H -1.1715 -0.6430 -7.4218
H -0.0640 -1.7063 -8.3179
H -0.0616 -1.7015 -6.5232
H 2.5283 -0.9967 -8.3233
H 2.5308 -0.9921 -6.5285
H 2.9435 0.4832 -7.4303
C 3.5954 0.7142 7.1765
C 3.5200 2.1162 6.6334
O 3.1085 2.3391 5.4959
C 3.9674 3.2348 7.5359
H 3.2406 0.0109 6.4156
H 4.6305 0.4675 7.4254
H 2.9593 0.6235 8.0604
H 5.0190 3.1004 7.8008
H 3.3477 3.2564 8.4360
H 3.8573 4.1901 7.0116
C 2.9074 -7.2457 4.2513
C 3.3779 -8.2469 5.2723
O 4.4905 -8.1572 5.7891
C 2.4346 -9.3620 5.6365
H 3.6914 -6.4988 4.0875
H 2.7013 -7.7501 3.3040
H 2.0108 -6.7376 4.6151
H 2.2075 -9.9606 4.7509
H 1.5169 -8.9482 6.0620
H 2.9075 -10.0076 6.3842
C -5.3488 6.9171 -2.0543
C -5.9149 5.5330 -2.2271
O -5.3914 4.5573 -1.6916
C -7.1466 5.3889 -3.0805
H -4.4615 6.8687 -1.4141
H -5.0573 7.3232 -3.0260
H -6.0891 7.5644 -1.5776
H -6.9352 5.7269 -4.0980
H -7.9671 5.9681 -2.6496
H -7.4424 4.3349 -3.1157
C -0.8943 6.8764 1.4124
C -1.2735 6.6286 -0.0232
O -1.2864 7.5417 -0.8472
C -1.6363 5.2202 -0.4116
H -0.6574 7.9372 1.5470
H -1.7304 6.6188 2.0672
H -0.0121 6.2855 1.6709
H -2.5055 4.8888 0.1619
H -0.7871 4.5554 -0.2344
H -1.8877 5.1910 -1.4773
```

Mulliken population analysis, charges in e, atoms 1 to 4: number 1, C, carries -0.776; number 2, C, carries -0.531; number 3, C, carries 0.777; number 4, C, carries -0.974



2.
DFT (ωB97M-V/def2-TZVPD) results for a 6-piece molecular cluster, C37H78N6O7S2 overall.

Its net charge is 0. Its structure (SMILES) is CCCCCCCCN(CCCCCCCC)C(=S)SCCCCOC=O.CN(C)C=O.CN(C)C=O.CN(C)C=O.CN(C)C=O.CN(C)C=O. Its maximum force is 0.068 Eh/bohr. Its spin multiplicity is 1.

Geometry as XYZ:
```
130
C37H78N6O7S2 ωB97M-V/def2-TZVPD
C -5.9652 7.4006 0.6007
C -4.6379 7.5352 -0.1439
C -4.1879 6.1772 -0.7395
C -2.7140 5.8502 -0.4134
C -2.0468 4.9253 -1.4632
C -1.3356 3.7686 -0.7580
C -0.3656 3.0106 -1.6934
C -0.6818 1.5440 -1.8754
N -0.7922 0.7582 -0.6258
C -0.8595 -0.7014 -0.8984
C -2.0560 -1.3773 -0.2232
C -1.7239 -2.2821 0.9761
C -0.5464 -1.8513 1.8358
C -0.0583 -3.0023 2.7495
C 1.2168 -2.5539 3.4660
C 0.9322 -1.7500 4.7466
C 1.7631 -0.4748 4.8534
C 0.1853 1.0605 0.3552
S -0.2575 1.5597 1.8345
S 1.8338 0.7672 -0.1382
C 2.8802 0.8122 1.3205
C 3.0065 2.1494 2.0457
C 4.4253 2.4163 2.5298
C 4.4855 3.7361 3.2958
O 4.8377 3.4918 4.6674
C 3.9551 3.8945 5.5992
O 4.0065 3.5138 6.7776
H -6.7384 7.0566 -0.0786
H -5.8476 6.6359 1.3636
H -6.2545 8.3315 1.0773
H -3.8809 7.8608 0.5616
H -4.7116 8.2471 -0.9592
H -4.2779 6.1967 -1.8179
H -4.8148 5.3854 -0.3443
H -2.1311 6.7559 -0.2849
H -2.7112 5.3139 0.5330
H -2.7779 4.5402 -2.1618
H -1.3005 5.5081 -1.9973
H -0.7353 4.2148 0.0322
H -2.0415 3.1026 -0.2726
H -0.4591 3.4601 -2.6804
H 0.6599 3.1823 -1.3868
H 0.0467 1.0765 -2.5468
H -1.6454 1.4654 -2.3752
H -0.9989 -0.7913 -1.9732
H 0.0789 -1.1978 -0.6753
H -2.7983 -0.6245 0.0130
H -2.5239 -2.0167 -0.9727
H -2.6022 -2.2891 1.6238
H -1.5882 -3.3143 0.6692
H -0.8300 -1.0404 2.5001
H 0.3130 -1.5591 1.2433
H -0.8708 -3.2099 3.4367
H 0.1384 -3.8468 2.0949
H 1.7953 -1.9343 2.7866
H 1.8134 -3.4242 3.7262
H -0.1194 -1.4778 4.7994
H 1.1440 -2.3827 5.6042
H 1.3041 0.3368 4.2931
H 2.7708 -0.6134 4.4708
H 1.8424 -0.1471 5.8864
H 3.8580 0.5493 0.9216
H 2.6063 0.0104 1.9997
H 2.6303 2.9679 1.4385
H 2.3571 2.1196 2.9153
H 4.6685 1.6464 3.2581
H 5.1476 2.3810 1.7211
H 5.1697 4.4497 2.8503
H 3.5018 4.2001 3.2718
H 3.2067 4.6401 5.2907
C -0.3205 -4.3821 -1.8598
O 0.5142 -4.1045 -1.0180
N -0.2073 -4.1235 -3.1705
C -1.2412 -4.4869 -4.1173
C 0.9962 -3.4637 -3.6528
H -1.2683 -4.8865 -1.5985
H -0.8383 -5.1745 -4.8636
H -1.6198 -3.5963 -4.6235
H -2.0656 -4.9724 -3.5988
H 1.8711 -4.0688 -3.4177
H 1.1080 -2.4912 -3.1704
H 0.9282 -3.3324 -4.7288
C -4.5595 4.4050 -4.9615
O -4.1059 4.8483 -3.9243
N -3.8723 4.3234 -6.1134
C -4.4562 3.7874 -7.3267
C -2.4958 4.7919 -6.1309
H -5.5920 4.0255 -5.0410
H -3.8907 2.9175 -7.6664
H -4.4498 4.5422 -8.1152
H -5.4842 3.4852 -7.1400
H -1.8991 4.2315 -5.4104
H -2.4544 5.8461 -5.8564
H -2.0814 4.6593 -7.1266
C 1.3826 -7.3348 -3.0157
O 1.8709 -6.8469 -4.0181
N 1.0330 -8.6259 -2.8843
C 0.4513 -9.1436 -1.6614
C 1.2497 -9.5234 -4.0068
H 1.1825 -6.7353 -2.1112
H 1.0830 -9.9308 -1.2456
H -0.5407 -9.5551 -1.8586
H 0.3604 -8.3448 -0.9287
H 2.3077 -9.5496 -4.2683
H 0.6947 -9.1763 -4.8787
H 0.9173 -10.5229 -3.7399
C -3.8545 -3.0699 7.3731
O -4.2934 -4.1991 7.2896
N -3.4291 -2.3363 6.3286
C -2.9152 -0.9900 6.4876
C -3.4926 -2.9227 5.0000
H -3.7671 -2.5402 8.3373
H -3.5237 -0.2828 5.9203
H -1.8851 -0.9326 6.1316
H -2.9379 -0.7076 7.5378
H -4.5240 -3.1816 4.7588
H -2.8947 -3.8339 4.9689
H -3.1146 -2.2138 4.2669
C 6.4315 0.7655 -1.7931
O 5.4786 1.2670 -1.2301
N 7.2830 -0.1039 -1.2210
C 8.4060 -0.6723 -1.9399
C 7.0609 -0.4819 0.1647
H 6.6789 0.9881 -2.8445
H 8.3196 -1.7598 -1.9775
H 9.3434 -0.4094 -1.4461
H 8.4264 -0.2877 -2.9570
H 6.0793 -0.9444 0.2753
H 7.0957 0.3998 0.8058
H 7.8282 -1.1853 0.4756
```

Mulliken population analysis, charges in e, atoms 1 to 4: number 1, C, carries -1.337; number 2, C, carries -0.488; number 3, C, carries -0.216; number 4, C, carries -0.976



| no. | E_HOMO (Ha) | calculated total energy (hartree) |
| --- | --- | --- |
| 1 | -0.402 | -2091.60430 |
| 2 | -0.299 | -3108.14215 |